(1)
{"formula": "C15H36BrNO4P", "method": "wB97M-V/def2-TZVPD", "largest_force_ev_per_a": 2.70, "homo_lumo_gap_ev": 4.68, "lumo_ev": 1.495, "e_homo_ev": -3.2, "total_charge": -1, "species": ["C", "P", "Br", "C", "C", "N", "H", "H", "H", "H", "H", "H", "H", "H", "H", "H", "H", "H", "C", "C", "O", "C", "H", "H", "H", "H", "H", "H", "C", "C", "O", "C", "H", "H", "H", "H", "H", "H", "C", "C", "O", "C", "H", "H", "H", "H", "H", "H", "C", "C", "O", "C", "H", "H", "H", "H", "H", "H"], "xyz": [[6.544948, -0.629384, -1.336299], [5.316819, 0.176862, -2.609383], [6.602031, -0.820601, -4.350074], [4.107314, -1.304457, -2.525658], [2.595641, -0.887333, -2.557333], [2.290885, -0.133186, -1.330181], [6.301452, -0.187692, -0.358428], [7.570624, -0.376959, -1.645651], [6.486099, -1.728934, -1.324100], [4.477266, 0.848393, -3.600180], [6.240553, 1.307309, -2.706948], [4.673444, 0.871780, -1.514530], [4.223996, -1.840379, -1.571075], [4.295954, -2.001656, -3.356058], [2.323564, -0.373190, -3.484035], [2.036928, -1.839403, -2.500493], [1.496987, -0.502197, -0.836366], [2.216343, 0.856126, -1.487350], [-1.451576, -0.592612, -2.610916], [-1.066449, 0.695530, -3.291744], [-0.023262, 0.794578, -3.890007], [-2.035421, 1.843558, -3.189141], [-0.664010, -1.329677, -2.763464], [-1.575025, -0.423753, -1.539382], [-2.382834, -0.973873, -3.034746], [-2.184051, 2.112099, -2.143802], [-2.989892, 1.565899, -3.635734], [-1.633106, 2.704605, -3.721398], [-4.095429, 0.202091, 0.621129], [-4.809075, 0.171792, -0.701825], [-4.501609, 0.916677, -1.604617], [-5.925990, -0.827044, -0.858009], [-3.318329, 0.964449, 0.595120], [-4.801278, 0.445755, 1.416207], [-3.631591, -0.766969, 0.816760], [-6.706655, -0.628005, -0.121642], [-5.541335, -1.839595, -0.724420], [-6.351786, -0.741081, -1.856499], [-7.931028, -0.363607, 4.003046], [-7.566174, 0.936995, 3.337094], [-6.525841, 1.064522, 2.733953], [-8.548143, 2.072566, 3.452069], [-7.136103, -1.089134, 3.840163], [-8.054152, -0.210654, 5.076321], [-8.857119, -0.753149, 3.577177], [-8.697999, 2.330413, 4.501656], [-9.500721, 1.787937, 3.002301], [-8.157604, 2.942778, 2.927980], [7.545538, -0.038630, 4.369344], [6.842113, -0.062328, 3.034356], [7.161240, 0.681893, 2.142645], [5.723066, -1.055256, 2.857060], [8.325280, 0.721065, 4.353286], [6.834142, 0.202548, 5.161482], [8.003168, -1.009665, 4.567131], [4.931410, -0.858601, 3.583190], [6.101698, -2.070717, 2.988505], [5.312735, -0.960351, 1.852699]], "forces_ev_per_angstrom": [[0.11, -0.09, -0.50], [-0.37, 1.14, 2.42], [0.91, -0.78, -1.59], [-1.10, 0.04, -0.36], [1.25, -0.78, 0.62], [-0.05, -0.26, -0.13], [0.18, -0.23, -0.17], [-0.30, 0.09, 0.22], [-0.09, 0.27, 0.14], [-0.03, -0.33, -0.12], [0.05, -0.18, -0.20], [-0.32, -0.07, -0.20], [0.20, 0.15, -0.23], [0.05, 0.17, 0.23], [0.01, 0.07, 0.18], [-0.08, 0.35, -0.24], [-0.33, 0.22, -0.10], [-0.10, 0.14, 0.05], [0.19, -0.25, -0.03], [0.21, 0.07, -0.09], [-0.05, 0.05, -0.11], [0.25, 0.26, -0.23], [0.02, 0.07, 0.00], [-0.18, 0.00, -0.02], [-0.11, 0.07, 0.16], [-0.24, -0.09, -0.02], [-0.11, -0.01, 0.24], [0.07, -0.07, -0.01], [0.17, 0.20, -0.06], [0.15, 0.14, -0.07], [-0.15, -0.04, 0.03], [-0.11, 0.03, -0.27], [-0.01, -0.03, -0.04], [0.04, -0.20, 0.03], [-0.12, -0.04, 0.11], [0.07, -0.13, 0.11], [-0.08, -0.01, 0.16], [0.03, 0.01, 0.02], [0.22, -0.14, -0.07], [0.13, 0.02, -0.07], [-0.05, 0.00, 0.00], [0.14, 0.19, -0.14], [-0.01, 0.04, 0.00], [-0.18, -0.02, -0.02], [-0.09, 0.05, 0.16], [-0.17, -0.08, -0.01], [-0.07, -0.02, 0.17], [0.01, -0.04, 0.01], [0.20, 0.17, 0.01], [-0.07, 0.03, -0.26], [0.13, 0.18, 0.09], [-0.11, 0.04, -0.24], [-0.03, -0.01, -0.03], [0.01, -0.17, 0.06], [-0.13, -0.03, 0.12], [0.05, -0.15, 0.10], [-0.08, -0.01, 0.15], [0.05, 0.01, 0.02]], "mulliken_charge": [-1.248, -0.011, -0.627, -1.005, -0.483, -0.436, 0.128, 0.416, 0.395, 0.072, 0.111, -0.041, 0.367, 0.423, 0.239, 0.356, 0.167, 0.200, -0.879, 0.783, -0.524, -1.047, 0.246, 0.154, 0.367, 0.247, 0.273, 0.369, -0.952, 0.907, -0.513, -1.144, 0.248, 0.253, 0.323, 0.273, 0.323, 0.322, -1.114, 0.799, -0.523, -1.122, 0.279, 0.357, 0.322, 0.338, 0.335, 0.289, -1.136, 0.794, -0.498, -0.865, 0.299, 0.312, 0.308, 0.319, 0.299, 0.159]}

---

(2)
{"formula": "C15H36ClN4O7", "method": "wB97M-V/def2-TZVPD", "largest_force_ev_per_a": 3.69, "homo_lumo_gap_ev": 8.80, "lumo_ev": 2.657, "e_homo_ev": -6.1, "e_above_lowest_kj_mol": 121.61, "total_charge": -1, "species": ["Cl", "O", "O", "O", "O", "C", "C", "N", "C", "C", "C", "C", "H", "H", "H", "H", "H", "H", "H", "H", "H", "H", "H", "H", "H", "H", "H", "C", "O", "N", "C", "C", "H", "H", "H", "H", "H", "H", "H", "C", "O", "N", "C", "C", "H", "H", "H", "H", "H", "H", "H", "C", "O", "N", "C", "C", "H", "H", "H", "H", "H", "H", "H"], "xyz": [[-1.099595, 0.367951, -1.353039], [-0.912125, 1.279675, -0.261752], [-1.876933, -0.759935, -0.786074], [-1.940209, 1.010722, -2.337363], [0.112478, -0.125610, -1.912932], [3.104927, 1.360625, 4.837335], [3.363878, 2.015850, 3.459150], [4.058397, 1.058580, 2.614640], [5.514368, 1.086569, 2.731530], [6.237127, 2.337927, 2.245930], [3.560719, 0.889373, 1.262635], [2.056486, 0.565730, 1.166386], [2.731709, 0.332835, 4.859136], [2.509503, 1.996868, 5.499474], [4.045532, 1.164243, 5.375340], [2.360280, 2.313944, 3.165690], [3.924580, 2.911814, 3.748749], [5.713345, 1.026302, 3.806630], [5.836018, 0.159690, 2.260092], [7.320672, 2.201607, 2.232511], [5.923178, 2.575306, 1.224463], [6.072929, 3.243498, 2.831978], [4.118128, 0.138763, 0.696899], [3.739430, 1.817786, 0.687425], [1.460483, 1.392505, 1.555045], [1.928698, -0.269057, 1.851280], [1.786487, 0.519110, 0.115266], [-3.175698, 3.406965, -6.216181], [-2.941562, 3.683069, -7.378984], [-3.902066, 4.222234, -5.391244], [-4.020806, 3.883121, -3.982556], [-4.394684, 5.537776, -5.728783], [-2.886059, 2.497361, -5.670052], [-3.786576, 2.843247, -3.760798], [-5.043148, 4.100601, -3.662029], [-3.330891, 4.469552, -3.364135], [-3.875141, 6.325006, -5.185752], [-4.385612, 5.648360, -6.809856], [-5.450487, 5.580253, -5.445830], [-2.613896, -3.250396, -3.176088], [-1.986922, -3.737040, -4.102106], [-2.960257, -3.965565, -2.085309], [-3.649628, -3.340120, -0.949779], [-2.813385, -5.401752, -1.949992], [-2.975635, -2.216091, -3.142299], [-4.448053, -4.035138, -0.667017], [-4.118855, -2.387400, -1.172016], [-2.969533, -3.286492, -0.099228], [-1.792309, -5.711032, -2.181225], [-2.937718, -5.747005, -0.925283], [-3.531535, -5.898330, -2.601606], [0.179599, -4.484749, 2.825189], [0.436579, -5.179478, 3.807110], [0.177465, -3.130242, 2.861204], [0.518779, -2.425147, 4.075390], [-0.055115, -2.411696, 1.621590], [-0.088346, -4.946500, 1.868199], [-0.223431, -1.654425, 4.291534], [1.523196, -2.007646, 4.025404], [0.428475, -3.137339, 4.890426], [-0.400466, -2.990703, 0.767153], [-0.900764, -1.720551, 1.732385], [0.743967, -1.745395, 1.306139]], "forces_ev_per_angstrom": [[-3.22, -1.11, 1.41], [1.10, 0.60, 0.15], [0.77, 0.20, -0.69], [0.48, 0.05, -0.60], [0.77, 0.19, -0.24], [0.91, -0.48, 0.97], [-0.39, -1.05, 2.00], [-0.13, -0.02, -0.29], [-0.78, 0.27, 1.04], [0.11, 0.18, -0.96], [-0.49, 1.39, -0.85], [1.27, 1.07, 0.77], [-0.70, 0.27, -0.71], [-0.08, -0.06, -0.14], [0.13, 0.54, -0.12], [0.30, 0.03, -0.93], [0.16, 0.20, -0.76], [0.19, -0.40, -0.03], [0.48, 0.16, -0.10], [-0.02, -0.20, -0.02], [0.15, 0.01, 0.00], [-0.31, -0.22, 0.23], [0.19, -0.27, 0.51], [-0.09, -0.01, -0.13], [0.00, -0.03, 0.04], [-0.54, -0.41, -0.58], [-0.27, -0.86, 0.09], [-0.77, 1.29, -0.09], [0.19, -0.47, 0.23], [0.42, -0.61, 0.76], [0.03, 0.19, 0.25], [-0.60, -0.68, -0.46], [0.23, -0.15, -0.36], [-0.05, -0.08, -0.28], [0.06, -0.12, 0.10], [-0.11, 0.12, -0.08], [0.25, 0.10, -0.19], [0.43, 0.25, 0.01], [-0.01, 0.09, 0.16], [0.37, -0.92, -0.15], [-0.18, 0.23, -0.17], [-0.88, 0.64, 1.42], [-0.20, -0.98, -0.12], [0.89, 0.04, -0.51], [0.19, 0.15, 0.04], [-0.11, 0.17, 0.08], [0.44, 0.18, -0.13], [-0.04, 0.43, 0.01], [-0.11, 0.01, -0.50], [-0.40, 0.41, 0.10], [0.10, -0.29, -0.03], [0.36, -0.05, 1.67], [-0.17, 0.05, -0.61], [-0.04, -0.85, -1.39], [-0.53, -0.24, 0.08], [-1.17, 1.53, -0.04], [0.00, 0.28, -0.22], [0.14, 0.25, -0.31], [0.03, 0.11, 0.07], [0.36, -0.11, 0.03], [0.47, -0.63, 0.24], [0.03, 0.03, 0.28], [0.37, -0.45, 0.05]], "mulliken_charge": [1.630, -0.667, -0.624, -0.645, -0.668, -1.134, -0.331, 0.374, -0.674, -1.071, -0.808, -0.491, 0.168, 0.411, 0.296, 0.237, 0.181, 0.237, 0.453, 0.404, 0.283, 0.271, 0.402, 0.314, 0.276, -0.140, 0.357, 0.212, -0.610, 0.062, -0.819, -0.930, 0.297, 0.262, 0.277, 0.312, 0.303, 0.323, 0.316, 0.176, -0.643, 0.151, -0.937, -1.065, 0.284, 0.454, 0.328, 0.189, 0.334, 0.414, 0.304, 0.167, -0.633, 0.218, -1.012, -0.833, 0.325, 0.316, 0.320, 0.333, 0.190, 0.353, 0.226]}

---

(3)
{"formula": "C15H37CuN7", "method": "wB97M-V/def2-TZVPD", "s2": 0.75, "largest_force_ev_per_a": 1.04, "homo_lumo_gap_ev": [7.82, 8.44], "lumo_ev": [-5.326, -5.737], "e_homo_ev": [-13.1, -14.2], "total_charge": 2, "spin_multiplicity": 2, "species": ["Cu", "C", "C", "N", "C", "C", "N", "C", "C", "C", "N", "C", "C", "N", "C", "H", "H", "H", "H", "H", "H", "H", "H", "H", "H", "H", "H", "H", "H", "H", "H", "H", "H", "H", "H", "H", "H", "H", "H", "C", "N", "C", "C", "N", "N", "C", "C", "H", "H", "H", "H", "H", "H", "H", "H", "H", "H", "H", "H", "H"], "xyz": [[-0.029518, -0.853242, 0.677758], [1.181051, 1.425714, -1.460117], [0.170507, 0.358610, -1.890443], [-1.201687, 0.684729, -1.478526], [-2.214139, -0.371269, -1.730097], [-1.752226, -1.812997, -1.517131], [-1.383662, -2.075657, -0.119232], [-0.869034, -3.444157, 0.130359], [0.419397, -3.857886, -0.597614], [1.678547, -2.961963, -0.528447], [1.716505, -2.002146, 0.584006], [2.792557, -1.013290, 0.447191], [2.502565, 0.235716, 1.284994], [1.168256, 0.814809, 1.009806], [1.106535, 1.879217, 0.002995], [1.028968, 2.325757, -2.056615], [2.180276, 1.053470, -1.679114], [0.444388, -0.581931, -1.418503], [0.255655, 0.236252, -2.978190], [-1.499641, 1.485930, -2.034459], [-2.594528, -0.304144, -2.756463], [-3.048483, -0.156368, -1.057697], [-0.897567, -2.028663, -2.158049], [-2.568968, -2.476682, -1.826028], [-2.234444, -1.986503, 0.436747], [-1.626863, -4.187580, -0.149413], [-0.713176, -3.525109, 1.210091], [0.202500, -4.022158, -1.655093], [0.664278, -4.836594, -0.180455], [1.755877, -2.384502, -1.454201], [2.556169, -3.619419, -0.501317], [1.823870, -2.513573, 1.458032], [2.857983, -0.736994, -0.606709], [3.765391, -1.414254, 0.750736], [3.289753, 0.975410, 1.111723], [2.521823, -0.042862, 2.338946], [0.840044, 1.211620, 1.887859], [1.904019, 2.619104, 0.178905], [-0.377906, 2.765524, 1.154529], [0.852715, 5.657606, 0.614952], [0.763006, 4.699363, -0.482770], [1.769376, 4.861430, -1.517488], [-0.318433, 3.885516, -0.652586], [-0.201586, 2.549122, 0.167017], [-1.591077, 4.419917, -0.492894], [-2.700147, 3.754224, 0.137326], [-1.897403, 5.606897, -1.254147], [1.690583, 5.387729, 1.265481], [-0.065773, 5.650428, 1.195071], [1.017477, 6.672244, 0.251450], [1.912910, 5.921562, -1.729558], [1.449105, 4.380422, -2.439432], [2.738170, 4.451217, -1.217061], [-0.897919, 1.841662, -0.207994], [-2.993734, 2.836790, -0.384686], [-3.553878, 4.427731, 0.118899], [-2.494935, 3.521069, 1.185495], [-1.019201, 5.927622, -1.807860], [-2.210859, 6.412802, -0.588402], [-2.708885, 5.407672, -1.958633]], "forces_ev_per_angstrom": [[-0.10, 0.30, -0.04], [-0.13, -0.14, 0.14], [0.13, 0.27, -0.17], [-0.06, 0.03, -0.30], [-0.13, -0.16, -0.02], [-0.13, 0.32, -0.13], [-0.16, 0.12, 0.36], [0.19, -0.38, 0.02], [-0.04, 0.21, 0.10], [-0.08, -0.30, -0.24], [0.10, -0.20, 0.27], [0.07, 0.18, 0.15], [0.35, -0.24, -0.25], [-0.63, -0.25, 0.38], [0.51, 0.18, -0.52], [0.13, -0.04, -0.03], [0.08, 0.10, -0.03], [0.06, -0.18, -0.14], [0.04, -0.15, 0.10], [0.03, -0.04, -0.02], [0.07, -0.03, 0.10], [-0.08, -0.09, -0.09], [-0.02, -0.09, 0.02], [0.10, 0.06, -0.02], [0.08, -0.02, -0.10], [0.02, 0.11, 0.10], [-0.10, 0.01, -0.09], [0.03, -0.10, 0.05], [-0.06, -0.01, -0.08], [0.00, 0.03, 0.10], [-0.04, 0.14, -0.09], [0.11, 0.06, -0.07], [0.06, -0.10, 0.01], [-0.02, 0.06, -0.12], [0.01, -0.01, 0.08], [-0.01, 0.11, 0.02], [0.10, 0.01, -0.04], [-0.29, -0.11, 0.03], [-0.02, -0.11, -0.07], [0.09, -0.21, 0.15], [0.11, 0.34, -0.37], [0.12, -0.05, -0.09], [-0.49, -0.21, 0.60], [-0.55, 0.55, 0.04], [0.94, -0.43, 0.02], [-0.22, -0.27, 0.10], [-0.12, 0.50, -0.20], [-0.03, 0.17, 0.07], [-0.08, -0.02, 0.08], [-0.02, 0.01, -0.07], [0.02, 0.04, -0.03], [0.00, 0.00, 0.01], [0.05, 0.01, -0.02], [0.06, 0.07, 0.34], [-0.05, -0.03, 0.01], [0.00, -0.05, 0.04], [-0.04, -0.02, -0.01], [-0.04, 0.02, 0.00], [0.00, 0.03, -0.03], [0.06, 0.00, -0.02]], "mulliken_charge": [-0.457, -1.242, 0.627, -0.259, -1.210, -0.655, 0.259, -0.652, -0.812, -0.554, -0.184, -0.475, -0.754, 0.170, -0.524, 0.454, 0.435, -0.888, 0.670, 0.360, 0.420, 0.405, 0.347, 0.477, 0.227, 0.394, 0.312, 0.236, 0.407, 0.377, 0.525, 0.203, 0.261, 0.522, 0.326, 0.480, 0.297, 0.472, 0.526, -1.133, 0.543, -1.054, -0.891, -0.138, 0.286, -0.896, -1.114, 0.312, 0.362, 0.376, 0.282, 0.414, 0.305, 0.650, 0.261, 0.412, 0.318, 0.351, 0.396, 0.432]}